[1]
A molecular structure, C4H4BrNO at a distorted geometry. Source: the OMol25 dataset; level of theory: the ωB97M-V functional and the def2-TZVPD basis.

The energy above the lowest of the compared OMol25 structures with the same formula, charge and spin is 202.0 kJ/mol. Its energy is -2858.74224 Ha. For the largest force on an atom, the calculation gives 2.238 eV Å⁻¹.

```
! wB97M-V def2-TZVPD RIJCOSX def2/J DEFGRID3
* xyz 0 1
C 1.2701 0.1727 -0.1817
C 0.4220 0.8383 -1.0423
C 0.8529 -0.3783 0.9984
C -1.3910 -0.2115 0.4964
N -0.4016 -0.4632 1.3615
O -0.8469 0.8664 -0.9216
Br -2.0106 -1.7060 -0.6276
H 2.2860 0.0254 -0.4339
H 0.7312 1.5602 -1.8879
H 1.4938 -0.9713 1.6437
H -2.4059 0.2673 0.5950
*
```

***

[2]
A gas-phase ion, C4H4BrO4S2 (charge -1) at a distorted geometry. Source: the OMol25 dataset; level of theory: the ωB97M-V functional and the def2-TZVPD basis.

The energy above the lowest of the compared OMol25 structures with the same formula, charge and spin is 238.2 kJ/mol. As for the structure (SMILES): O=C(Br)S/C=C\C=[S@](=O)([O-])O. Its energy is -3826.15509 Ha. For the largest force on an atom, the calculation gives 3.639 eV Å⁻¹.

```
! wB97M-V def2-TZVPD RIJCOSX def2/J DEFGRID3
* xyz -1 1
O 1.9133 -2.6337 -0.3110
C 1.9590 -1.5432 0.1993
Br 3.1197 -0.1826 -0.4786
S 1.0941 -1.1593 1.7216
C 0.5839 0.4339 1.3159
C -0.1773 0.6323 0.2231
C -0.5488 -0.3376 -0.7131
S -1.7023 -1.5760 -0.1054
O -3.0395 -1.3205 -0.6071
O -1.7302 -1.7303 1.3620
O -1.2848 -2.9793 -0.7800
H 1.2216 1.3078 1.7421
H -0.0959 1.6779 -0.0369
H -1.1672 -0.2164 -1.6095
H -0.5466 -3.3811 -0.2116
*
```

***

[3]
A molecular structure, C4H4Cl12 at a distorted geometry. Source: the OMol25 dataset; level of theory: the ωB97M-V functional and the def2-TZVPD basis.

The energy above the lowest of the compared OMol25 structures with the same formula, charge and spin is 1414.2 kJ/mol. Its energy is -5676.56259 Ha. For the largest force on an atom, the calculation gives 12.565 eV Å⁻¹.

```
! wB97M-V def2-TZVPD RIJCOSX def2/J DEFGRID3
* xyz 0 1
C -2.5435 0.3627 -0.0618
Cl -2.6985 2.0659 -0.4090
Cl -4.0939 -0.5269 -0.2114
Cl -2.0342 0.1483 1.6293
H -1.7271 -0.1160 -0.6026
C 0.1923 -2.0504 1.0313
Cl -1.0123 -1.8058 2.3179
Cl -0.6243 -2.6407 -0.4097
Cl 1.3438 -3.3055 1.6000
H 0.6764 -1.0767 0.9560
C 0.0079 1.6566 0.1501
Cl 1.3502 2.5730 0.8408
Cl -0.0919 -0.1255 0.4678
Cl 0.0962 1.7590 -1.5894
H -0.9448 2.0888 0.4558
C 2.2743 0.2728 -1.2235
Cl 3.3538 1.4541 -0.4952
Cl 2.0422 -1.1420 -0.1518
Cl 3.1012 -0.3043 -2.7440
H 1.3321 0.7126 -1.5504
*
```

***

[4]
2 unconnected molecules or ions with the total composition C4H4Cl2 at a distorted geometry. Source: the OMol25 dataset; level of theory: the ωB97M-V functional and the def2-TZVPD basis.

The energy above the lowest of the compared OMol25 structures with the same formula, charge and spin is 229.5 kJ/mol. As for the structure (SMILES): C=C(Cl)Cl.C#C. Its energy is -1075.07499 Ha. For the largest force on an atom, the calculation gives 2.615 eV Å⁻¹.

```
! wB97M-V def2-TZVPD RIJCOSX def2/J DEFGRID3
* xyz 0 1
C 1.4806 -0.0018 1.3069
C 2.3273 0.0331 0.3154
Cl 3.1930 -1.3965 -0.2174
Cl 2.8932 1.5446 -0.3899
H 1.2195 0.9578 1.7166
H 1.2462 -1.0413 1.5933
C -1.0417 -0.3248 -0.8302
C -0.9955 0.6282 -1.5607
H -1.3385 -1.2156 -0.3595
H -0.8683 1.5711 -2.1992
*
```

***

[5]
A molecular structure, C4H4Cl2CrO4Y at a distorted geometry. Source: the OMol25 dataset; level of theory: the ωB97M-V functional and the def2-TZVPD basis.

Its energy is -2457.08844 Ha. For the largest force on an atom, the calculation gives 9.644 eV Å⁻¹.

```
! wB97M-V def2-TZVPD RIJCOSX def2/J DEFGRID3
* xyz 4 4
Cr -2.1864 -0.9756 -1.3351
Y 0.1353 0.1175 0.4619
Cl -1.6647 1.2893 -1.1378
Cl 0.1784 -1.4870 -1.5435
C 1.8343 -1.4292 1.4134
C -3.9575 -0.4665 -0.7324
C -2.5458 -2.8989 -1.4084
O 2.6341 -2.1754 1.7887
O -5.0371 -0.1429 -0.4381
O -2.9845 -3.9791 -1.4741
C 2.3979 2.0457 1.1127
O 1.5968 1.6465 -0.0139
H 1.7712 1.8998 2.0032
H 2.6861 3.0928 1.0173
H 3.2770 1.3902 1.1624
H 1.8649 2.0728 -0.8762
*
```

***

[6]
A molecular structure, C4H4Cl2NP at a distorted geometry. Source: the OMol25 dataset; level of theory: the ωB97M-V functional and the def2-TZVPD basis.

The energy above the lowest of the compared OMol25 structures with the same formula, charge and spin is 204.0 kJ/mol. Its energy is -1471.26230 Ha. For the largest force on an atom, the calculation gives 5.731 eV Å⁻¹.

```
! wB97M-V def2-TZVPD RIJCOSX def2/J DEFGRID3
* xyz 0 1
C -1.4977 -0.5594 0.4169
C -0.1228 -0.9016 0.5918
C -1.6535 0.4988 -0.4135
C 0.6997 -0.1299 -0.1103
N -0.5864 0.9783 -1.0788
P 2.2999 0.0694 -0.7644
Cl 3.1444 -1.4393 0.1809
Cl 2.9911 1.5544 0.5352
H -2.3054 -1.1534 0.9880
H 0.0595 -1.7582 1.3253
H -2.6856 0.9081 -0.5393
H -0.3432 1.9327 -1.1318
*
```

***

[7]
C4H4Cl2OS in the gas phase at a distorted geometry. Source: the OMol25 dataset; level of theory: the ωB97M-V functional and the def2-TZVPD basis.

The energy above the lowest of the compared OMol25 structures with the same formula, charge and spin is 277.5 kJ/mol. As for the structure (SMILES): OCC(C=S)=C(Cl)Cl. Its energy is -1548.51961 Ha. For the largest force on an atom, the calculation gives 6.685 eV Å⁻¹.

```
! wB97M-V def2-TZVPD RIJCOSX def2/J DEFGRID3
* xyz 0 1
O 1.2725 2.1236 0.8097
C 0.6176 1.5637 -0.2895
C 0.2521 0.1219 0.0296
C 1.2590 -0.9480 -0.0125
S 2.9204 -0.7556 -0.2614
C -0.9874 -0.0888 -0.0634
Cl -2.2843 0.9717 -0.2926
Cl -1.6890 -1.7089 0.2755
H 2.2261 1.7590 1.0410
H -0.4474 2.2057 -0.1001
H 1.0936 1.6433 -1.3781
H 0.9188 -1.8680 0.4477
*
```

***

[8]
C4H4ClF in the gas phase at a distorted geometry. Source: the OMol25 dataset; level of theory: the ωB97M-V functional and the def2-TZVPD basis.

The energy above the lowest of the compared OMol25 structures with the same formula, charge and spin is 38.0 kJ/mol. As for the structure (SMILES): C=C/C=C(\F)Cl. Its energy is -714.81341 Ha. For the largest force on an atom, the calculation gives 1.961 eV Å⁻¹.

```
! wB97M-V def2-TZVPD RIJCOSX def2/J DEFGRID3
* xyz 0 1
C 1.4668 0.5998 0.0259
C 0.8675 -0.6031 -0.0304
C -0.6003 -0.7488 0.0341
C -1.4824 0.2151 -0.0075
F -1.1057 1.4999 0.0010
Cl -3.2613 0.0223 0.0074
H 2.5659 0.6499 0.1422
H 0.9367 1.5702 -0.1176
H 1.5878 -1.4544 -0.0643
H -0.9750 -1.7511 0.0090
*
```

***

[9]
C4H4ClFO2 in the gas phase at a distorted geometry. Source: the OMol25 dataset; level of theory: the ωB97M-V functional and the def2-TZVPD basis.

The energy above the lowest of the compared OMol25 structures with the same formula, charge and spin is 113.2 kJ/mol. As for the structure (SMILES): F/C(Cl)=C1/COCO1. Its energy is -865.30616 Ha. For the largest force on an atom, the calculation gives 1.026 eV Å⁻¹.

```
! wB97M-V def2-TZVPD RIJCOSX def2/J DEFGRID3
* xyz 0 1
F -1.4778 1.6840 -0.0483
C -1.0192 0.4428 -0.0103
Cl -2.2473 -0.7755 0.0247
C 0.2745 0.1452 -0.0080
C 0.9382 -1.2156 0.0677
O 2.2840 -0.9037 -0.2629
C 2.4737 0.4133 0.1839
O 1.2363 1.1000 -0.0637
H 0.8631 -1.6466 1.0552
H 0.5474 -1.9415 -0.6722
H 2.6797 0.4599 1.2523
H 3.2495 0.8710 -0.4072
*
```

***

[10]
C4H4ClFOS in the gas phase at a distorted geometry. Source: the OMol25 dataset; level of theory: the ωB97M-V functional and the def2-TZVPD basis.

The energy above the lowest of the compared OMol25 structures with the same formula, charge and spin is 235.5 kJ/mol. As for the structure (SMILES): O=C(S)[C@]1(F)C[C@@H]1Cl. Its energy is -1188.21747 Ha. For the largest force on an atom, the calculation gives 5.627 eV Å⁻¹.

```
! wB97M-V def2-TZVPD RIJCOSX def2/J DEFGRID3
* xyz 0 1
O -0.6438 0.6484 1.8534
C -0.9178 -0.1503 0.9479
S -2.4958 -1.1525 1.0864
C -0.1558 -0.2006 -0.2565
F -0.6653 -1.1876 -1.0325
C 1.3697 -0.0622 0.0816
C 0.6586 0.8319 -0.7763
Cl 0.3995 2.5662 -0.6824
H -2.5714 -1.3142 -0.3086
H 2.3386 -0.5819 -0.3797
H 1.5265 0.0527 1.2009
H 1.1570 0.5501 -1.7342
*
```